1.
Entry from the Open Molecules 2025 dataset: a molecular structure, C26H43F5InP2 in a non-equilibrium geometry (wB97M-V/def2-TZVPD).

XYZ file:
```
77
Properties=species:S:1:pos:R:3:forces:R:3
In -0.80058 0.80445 -0.21706 1.30 2.62 3.79
C -0.45635 -2.63637 2.99549 0.97 0.93 0.65
C 0.91163 -2.73045 2.57025 -1.47 0.46 0.94
C 0.79366 -1.20806 4.29933 2.96 -0.76 -1.54
C -0.51431 -1.71451 4.07515 -0.71 -1.63 -1.89
C 1.68481 -1.83550 3.38340 -1.59 1.29 1.79
C -1.59677 -3.39272 2.45165 -0.73 -0.25 0.08
H -1.34102 -3.89176 1.51593 -0.10 -0.05 0.01
H -2.44655 -2.72081 2.26996 0.01 -0.24 -0.08
H -1.93848 -4.15783 3.16453 -0.04 0.04 -0.29
C -1.72273 -1.33915 4.82501 -0.29 0.04 0.18
H -2.56780 -1.96816 4.54585 0.00 0.03 0.10
H -1.98533 -0.30026 4.61584 -0.09 -0.14 0.15
H -1.55888 -1.42145 5.90466 -0.06 0.01 -0.07
C 1.15272 -0.20635 5.32126 0.00 0.28 0.22
H 0.90554 -0.55637 6.32817 0.04 0.04 0.00
H 0.59555 0.72237 5.16187 0.05 -0.01 0.09
H 2.21664 0.02254 5.29213 0.00 0.03 0.07
C 3.14891 -1.64933 3.33066 0.49 0.17 0.16
H 3.64834 -2.17040 4.16198 0.02 0.12 -0.27
H 3.40067 -0.58421 3.41556 0.14 -0.20 -0.05
H 3.56130 -2.03353 2.39423 0.11 0.06 0.10
C 1.43962 -3.63580 1.54389 0.26 -0.32 -0.60
H 1.77097 -4.59214 1.97464 -0.04 0.16 -0.04
H 2.30478 -3.20418 1.02775 -0.05 -0.09 0.07
H 0.68414 -3.87324 0.78932 0.05 -0.06 0.06
C -1.86227 1.06709 -3.72301 0.03 -0.47 -0.52
C -2.24833 -0.38735 -3.90442 -0.82 -1.84 -0.49
C -1.28940 -1.36979 -4.57791 -0.89 0.05 -1.07
C 0.21316 -1.02645 -4.46934 -0.33 -0.20 -1.15
C 0.79647 -0.21122 -3.32182 1.79 -0.13 -0.33
C 1.16898 1.07544 -3.44362 0.48 -0.47 -1.75
C 0.53547 1.92811 -4.50601 0.06 0.42 -0.18
C -0.96612 1.65757 -4.78607 0.17 0.54 -0.33
H -1.60862 -1.49623 -5.62871 0.56 0.16 0.21
H 0.46947 -0.50039 -5.41827 0.11 -0.48 0.72
H -1.48807 -2.35301 -4.15052 -0.01 0.00 0.16
H -1.01904 1.01218 -5.67858 -0.19 0.36 0.32
H -2.74403 1.70746 -3.58889 0.48 -0.27 0.63
H -3.33974 -0.58840 -4.02018 1.02 -0.14 -0.19
H -1.41821 2.63443 -5.03908 0.26 -0.48 -0.11
H 0.69241 2.98012 -4.24775 -0.10 -0.10 0.04
H 2.11560 1.49233 -3.05030 -1.03 -0.40 0.60
H 1.02227 1.81449 -5.49469 0.19 -0.13 0.55
H 0.73700 -2.01080 -4.47510 -0.12 0.82 -0.06
H 1.39173 -0.82785 -2.64893 -0.19 0.23 0.00
P -1.66834 -0.24337 -2.26860 -1.75 1.64 0.27
P 1.75634 1.71521 0.18123 -1.95 0.36 0.35
C -0.37530 2.54962 -1.40236 -0.50 0.62 -1.60
C 1.00152 3.05486 -0.95550 0.09 -0.30 -0.10
H -1.26410 3.22498 -1.26954 1.17 -0.44 -0.27
H -0.41343 2.02964 -2.40488 0.23 1.34 1.29
H 1.70627 3.13271 -1.80459 -0.35 0.46 0.26
H 0.95086 4.04290 -0.40004 0.20 -1.33 -0.50
C 2.69758 2.81232 1.24533 0.75 -0.03 0.39
H 3.46994 2.26228 1.79948 -0.16 0.30 -0.07
H 2.01784 3.31157 1.94783 0.28 -0.19 -0.28
H 3.15135 3.56506 0.58274 0.11 -0.19 0.38
C 2.84962 0.49490 -0.57357 0.80 0.19 -0.45
H 3.62097 0.97305 -1.16632 0.39 -0.07 -0.17
H 2.32207 -0.21941 -1.20409 -0.11 0.27 0.15
H 3.33168 -0.10062 0.21072 -0.13 0.29 0.10
C -3.26459 0.23416 -1.47206 -0.26 0.24 0.91
H -3.60312 -0.62589 -0.88180 -0.30 0.27 -0.03
H -4.01021 0.54437 -2.21911 0.22 -0.51 0.14
H -3.17560 1.12889 -0.80158 -0.10 -0.77 -0.38
C -0.84221 -1.72020 -1.53332 0.28 -0.96 0.13
H -0.29717 -1.48033 -0.58038 -0.67 -0.28 -0.74
H -0.06499 -2.10775 -2.19129 -0.38 -0.24 -0.04
H -1.60299 -2.47863 -1.35498 -0.04 -0.23 0.08
F -1.83289 3.27429 0.86226 0.02 -0.38 0.73
C -1.69047 2.08105 1.60066 -0.16 -0.01 -1.20
F -2.96706 1.61949 1.77873 -0.19 0.15 0.29
C -1.18394 2.54090 2.97651 0.06 0.32 1.51
F 0.16212 2.77916 2.99669 -1.09 -0.44 -0.23
F -1.76890 3.68779 3.41342 0.34 -0.94 -0.60
F -1.46209 1.59249 3.92013 0.53 0.83 -1.02
```
Forces are in eV/Å.

- Net charge: +1
- Energy relative to the best compared isomer or geometry (same formula, charge and spin): 0.0 kJ/mol
- Molar mass: 627.39 g/mol
- Multiplicity: 1
- HOMO-LUMO gap (spin up / spin down): 0.1729 / 0.1902 Ha

2.
Entry from the Open Molecules 2025 dataset: a gas-phase ion, C5H6N (charge +1) in a non-equilibrium geometry (wB97M-V/def2-TZVPD).

XYZ file:
```
12
Properties=species:S:1:pos:R:3:forces:R:3
C 0.38322 0.74932 1.64480 2.60 0.29 0.92
C -0.25270 0.66744 -0.47399 0.46 -1.43 0.68
C -0.78105 0.12792 2.04612 -2.06 -1.62 -0.52
C -0.77201 1.12045 0.74434 -0.85 -0.24 1.22
C 1.01229 -0.83281 -2.01337 1.88 -4.46 -0.53
N 0.45277 -0.06597 -1.02888 -2.21 2.34 -0.30
H -0.93156 -1.01267 1.96959 0.53 1.80 0.10
H -1.34178 0.54979 2.90948 0.13 0.06 -0.86
H -1.32479 2.01852 0.92736 -0.19 0.33 -0.41
H 2.10036 -0.97652 -1.66852 -1.47 -0.03 -0.96
H 0.47642 -1.93062 -2.02547 1.32 2.76 0.02
H 0.97881 -0.41483 -3.03146 -0.14 0.19 0.62
```
Forces are in eV/Å.

- Net charge: +1
- Energy relative to the best compared isomer or geometry (same formula, charge and spin): 647.5 kJ/mol
- Molar mass: 80.11 g/mol
- Multiplicity: 1
- HOMO-LUMO gap: 0.2988 Ha

3.
Entry from the Open Molecules 2025 dataset: 2 unconnected molecules or ions with the total composition C3H10N2O3 in a non-equilibrium geometry (wB97M-V/def2-TZVPD).

XYZ file:
```
18
Properties=species:S:1:pos:R:3:forces:R:3
C 0.10055 0.14534 1.46817 0.00 -0.14 0.41
O 0.30526 0.08669 2.88097 -0.23 0.10 -0.12
C 1.18183 -0.73587 0.87502 0.22 0.15 -0.15
N 1.20396 -0.69284 -0.60019 0.62 0.34 0.38
H 0.14620 1.17308 1.10707 0.16 0.09 -0.11
H -0.89331 -0.24325 1.23955 -0.03 -0.09 -0.18
H -0.52998 0.31696 3.30078 0.17 0.04 0.09
H 2.15111 -0.42336 1.27128 -0.08 0.05 0.19
H 1.00201 -1.75155 1.22452 0.03 -0.10 -0.16
H 1.42811 0.25087 -0.91747 -0.03 0.09 0.12
H -0.16687 -0.56270 -1.16250 -1.46 -0.73 0.18
H 1.95572 -1.27313 -0.93698 0.02 -0.34 -0.16
N -1.22477 -0.31347 -1.45776 0.37 0.93 -0.85
C -1.07392 1.42650 -1.67857 0.15 -0.10 0.55
O -2.16280 1.91181 -1.68996 -0.64 0.19 -0.22
O 0.09956 1.70450 -1.67498 0.41 0.06 -0.26
H -2.04462 -0.37392 -0.86806 0.28 -0.37 0.27
H -1.47805 -0.64565 -2.38088 0.04 -0.17 0.02
```
Forces are in eV/Å.

- Net charge: 0
- SMILES: [NH3+]C(=O)[O-].NCCO
- Energy relative to the best compared isomer or geometry (same formula, charge and spin): 99.1 kJ/mol
- Molar mass: 122.12 g/mol
- Multiplicity: 1
- HOMO-LUMO gap: 0.3850 Ha

4.
Entry from the Open Molecules 2025 dataset: a molecular structure, C17H13N2O2S4SbTi (wB97M-V/def2-TZVPD).

XYZ file:
```
40
Properties=species:S:1:pos:R:3:forces:R:3
Ti 0.58038 0.19967 -2.16139 -0.08 0.24 -0.52
C 3.82281 -0.30541 -2.66997 -0.07 0.16 0.00
O 2.74241 0.04147 -1.77303 -0.40 -0.18 -0.10
C 3.07972 0.35811 -0.47008 0.15 0.10 0.26
C 4.32874 0.81159 -0.08514 -0.02 -0.11 -0.06
C 4.53973 1.12835 1.24926 0.04 0.01 0.03
C 3.51782 1.00505 2.17890 -0.05 -0.02 0.01
C 2.26602 0.56307 1.78457 0.14 -0.02 -0.05
C 2.04952 0.23284 0.45433 -0.23 -0.09 0.02
N 0.78944 -0.16744 -0.08320 0.17 0.26 0.19
N -0.13035 -0.30044 0.78389 -0.06 -0.18 -0.09
C -1.39939 -0.60926 0.44211 0.15 0.05 0.07
C -1.82795 -0.85221 -0.88099 -0.13 -0.04 -0.15
O -1.02505 -0.75900 -1.89455 0.40 0.04 0.09
C -3.17569 -1.23108 -1.13833 0.05 0.08 0.11
C -4.05251 -1.32569 -0.11077 -0.01 -0.01 -0.09
C -3.67463 -1.07622 1.24488 0.02 0.01 0.05
C -4.61912 -1.17759 2.28374 0.03 0.01 0.00
C -4.25396 -0.93607 3.58218 0.00 0.00 -0.01
C -2.92740 -0.58676 3.87222 -0.03 0.00 0.04
C -1.98945 -0.48062 2.87516 -0.01 0.00 0.00
C -2.34431 -0.72081 1.53680 -0.09 -0.02 0.03
H 4.44339 -1.05880 -2.18843 0.01 0.00 -0.02
H 4.39519 0.58840 -2.90944 0.01 -0.01 -0.01
H 3.35235 -0.68356 -3.56897 0.04 -0.03 0.00
H 5.12980 0.91956 -0.80120 -0.01 0.01 -0.01
H 5.51322 1.48310 1.55908 0.00 0.00 -0.01
H 3.69200 1.26511 3.21382 0.01 0.00 0.00
H 1.45139 0.47843 2.48717 -0.01 0.00 0.00
H -3.45571 -1.39006 -2.16993 -0.01 -0.01 0.00
H -5.08479 -1.59044 -0.30816 0.00 0.00 -0.01
H -5.63876 -1.44634 2.03649 0.00 0.00 0.00
H -4.98073 -1.01179 4.37945 0.00 0.00 0.00
H -2.64068 -0.39525 4.89824 0.01 0.00 -0.01
H -0.97283 -0.20709 3.11542 0.01 0.00 -0.02
S 0.63259 3.56667 -5.53650 0.18 0.24 -0.16
Sb -0.49046 2.00871 -4.45871 0.10 -0.29 0.17
S 0.89355 -0.06167 -4.39625 -0.08 -0.03 0.28
S 0.08905 2.29425 -1.95025 -0.02 -0.15 0.00
S -2.62533 1.42922 -4.42242 -0.23 -0.02 -0.06
```
Forces are in eV/Å.

- Net charge: 0
- Molar mass: 575.20 g/mol
- Multiplicity: 1
- HOMO-LUMO gap: 0.2284 Ha

5.
Entry from the Open Molecules 2025 dataset: a single C4H9NOS2 molecule in a non-equilibrium geometry (wB97M-V/def2-TZVPD).

XYZ file:
```
17
Properties=species:S:1:pos:R:3:forces:R:3
C 0.74373 1.56988 0.30962 -0.01 -0.14 0.61
C 1.57900 0.28793 0.47571 0.09 0.01 -1.81
C 1.07019 -0.90830 -0.35466 0.05 0.82 -0.17
C -0.36087 -1.21865 -0.02621 -0.38 -1.06 1.07
H -0.24084 3.13913 -1.21399 0.10 -0.17 0.04
H 1.12117 2.30742 1.00696 0.17 0.23 0.05
H -0.29345 1.38388 0.60480 0.23 -0.11 -0.19
H 2.63035 0.39970 0.16088 -0.32 0.37 0.33
H 1.53504 -0.00598 1.50477 0.07 -0.07 0.63
H 1.62426 -1.77342 -0.00992 0.30 -0.32 -0.21
H 0.85852 -0.02416 -2.08577 -0.22 0.42 -0.27
H -0.79812 -1.88240 -0.78758 -0.55 0.42 0.15
H -2.44853 -0.92599 2.70102 -0.10 -0.09 -0.04
N -0.83932 -0.98800 1.14960 0.06 0.03 -1.67
O 1.30226 -0.81984 -1.79147 -0.12 -0.47 1.67
S 0.77837 2.27413 -1.36448 0.05 0.04 -0.15
S -2.44860 -1.49467 1.48802 0.57 0.09 -0.05
```
Forces are in eV/Å.

- Net charge: 0
- SMILES: O[C@H](/C=N/S)CCS
- Energy relative to the best compared isomer or geometry (same formula, charge and spin): 159.3 kJ/mol
- Molar mass: 151.26 g/mol
- Multiplicity: 1
- HOMO-LUMO gap: 0.3574 Ha

6.
Entry from the Open Molecules 2025 dataset: 6 unconnected molecules or ions with the total composition C5H20NO7 in a non-equilibrium geometry (wB97M-V/def2-TZVPD).

XYZ file:
```
33
Properties=species:S:1:pos:R:3:forces:R:3
C -0.02853 -1.40842 0.70533 -0.64 -2.59 -0.54
N -0.09476 -0.09836 -0.00196 3.76 -6.39 -3.25
C 1.08827 0.19183 -0.81909 -3.22 1.55 4.05
O 1.73940 -0.73440 -1.14938 2.23 -3.56 -1.06
O 1.34962 1.41118 -0.90258 -0.23 1.33 -1.71
C -0.91470 -1.59477 2.09451 -0.79 1.43 -3.13
C -2.34583 -0.83994 2.03133 4.47 0.31 -1.99
C -2.94747 -1.00361 0.68156 -0.36 -2.68 -1.35
H 1.00027 -1.86132 0.95855 -1.05 1.47 -0.42
H -0.36260 -2.19201 -0.13325 0.19 1.23 2.11
H -0.45786 0.51918 0.54318 -2.19 5.52 3.84
H -0.36962 -1.42272 2.99331 0.63 1.23 0.56
H -1.05329 -2.62689 2.20480 -0.55 -1.87 -0.43
H -2.89989 -1.18597 2.79338 -2.18 -1.03 2.79
H -2.01640 0.17210 2.20847 -0.58 0.71 0.14
H -2.25847 -0.68093 -0.05555 1.14 -0.12 -0.68
H -3.75347 -0.40415 0.33883 -1.49 0.54 0.74
H -3.18616 -2.11903 0.40997 0.32 1.93 0.64
H 2.79643 -0.61527 -2.90199 -2.03 1.43 -0.44
H 1.42274 0.25429 -3.23259 -0.02 0.47 1.19
O 2.10979 -0.30260 -3.56007 2.50 -1.54 -1.72
H 0.35708 -2.34605 -2.28267 -0.51 -0.32 -0.17
H 1.25000 -1.87364 -3.31843 -1.96 -0.95 -0.73
O 0.39555 -2.44883 -3.24954 2.14 1.16 0.78
H -0.33898 3.83764 -0.41966 -0.19 -0.24 0.68
H 0.22724 2.74115 -1.38644 1.32 -4.06 0.23
O -0.03150 3.59592 -1.27919 -1.44 5.01 -1.24
H 0.33838 2.65138 0.56929 -0.22 -0.08 1.54
H 1.13252 2.72957 1.81800 -0.34 -0.13 -0.04
O 0.19461 2.81102 1.54521 0.09 0.05 -1.19
H 2.80722 1.09429 1.45836 0.09 0.11 0.13
H 2.22874 1.77192 0.21685 0.20 0.34 0.35
O 2.62168 1.97745 1.12148 0.91 -0.27 0.34
```
Forces are in eV/Å.

- Net charge: -1
- Energy relative to the best compared isomer or geometry (same formula, charge and spin): 329.9 kJ/mol
- Molar mass: 206.21 g/mol
- Multiplicity: 1
- HOMO-LUMO gap: 0.3368 Ha